No. 1
Formula: C42H36Br2InN6O6PS6
Source: the OMol25 dataset
Level of theory: wB97M-V/def2-TZVPD

Computed properties:
- E_HOMO: -6.9320 eV
- E_LUMO: -0.41 eV
- E: -10470.86478 a.u.

Each line ends with the Löwdin charge.
Element x y z (Å)
In  -0.743  -0.511  -0.500  0.5221
C  6.893  2.887  1.755  -0.0477
C  5.746  1.952  1.496  -0.2675
C  4.452  2.442  1.344  -0.0300
C  3.384  1.588  1.123  -0.0652
C  3.605  0.220  1.048  -0.2643
C  4.883  -0.288  1.223  -0.0523
C  5.944  0.577  1.435  -0.0322
S  2.315  -0.955  0.711  0.5761
O  2.382  -1.273  -0.695  -0.3612
O  2.499  -2.027  1.656  -0.2806
N  0.940  -0.134  0.917  -0.1914
C  0.610  0.309  2.193  -0.2896
C  1.327  0.118  3.354  -0.0154
C  0.924  0.727  4.559  -0.0662
C  -0.181  1.525  4.618  -0.0542
C  -0.945  1.731  3.447  -0.1728
C  -2.089  2.564  3.424  -0.0015
C  -2.761  2.741  2.255  -0.0276
C  -2.319  2.064  1.101  -0.1147
N  -1.278  1.267  1.082  0.0678
C  -0.566  1.112  2.244  -0.1860
H  6.866  3.743  1.079  0.0799
H  7.849  2.383  1.629  0.0757
H  6.854  3.277  2.774  0.0844
H  4.276  3.509  1.406  0.1170
H  2.383  1.982  1.034  0.0992
H  5.046  -1.356  1.195  0.1162
H  6.941  0.173  1.551  0.1149
H  2.212  -0.499  3.351  0.1046
H  1.517  0.553  5.447  0.1107
H  -0.483  2.007  5.539  0.1125
H  -2.403  3.056  4.337  0.1217
H  -3.632  3.377  2.187  0.1102
H  -2.851  2.161  0.171  0.0611
O  -4.456  -5.900  -1.145  -0.0660
C  -3.710  -4.979  -1.347  -1.0218
S  -1.951  -5.078  -1.181  0.9813
C  -1.600  -3.418  -1.614  -1.1290
C  -2.657  -2.648  -1.941  -1.1240
S  -2.529  -0.939  -2.205  0.6517
S  -4.249  -3.373  -1.854  0.9610
S  0.006  -2.791  -1.399  0.6388
Br  -4.174  3.563  -6.249  0.7747
C  -3.660  2.965  -4.538  -0.6762
C  -2.403  3.264  -4.044  -0.0938
C  -2.100  2.794  -2.777  -0.1240
N  -2.922  2.070  -2.028  0.0805
C  -4.136  1.796  -2.515  -0.2480
C  -4.547  2.234  -3.771  -0.0552
C  -5.056  0.989  -1.653  -0.2566
C  -6.180  0.365  -2.189  -0.0629
C  -6.993  -0.355  -1.334  -0.6818
Br  -8.506  -1.249  -2.013  0.7759
C  -6.688  -0.434  0.014  -0.1062
C  -5.536  0.211  0.436  -0.1206
N  -4.737  0.899  -0.366  0.1208
H  -1.687  3.835  -4.615  0.1049
H  -1.130  3.014  -2.343  0.1074
H  -5.534  2.021  -4.150  0.1012
H  -6.400  0.384  -3.244  0.1031
H  -7.317  -0.974  0.706  0.1049
H  -5.240  0.162  1.479  0.1111
S  4.320  0.602  -4.572  1.0191
C  2.816  0.682  -3.641  -0.5052
C  1.696  0.008  -4.099  -0.0488
C  0.544  0.019  -3.333  -0.1461
N  0.458  0.671  -2.171  -0.0095
C  1.529  1.362  -1.767  -0.1411
C  2.717  1.405  -2.457  -0.0492
C  5.433  0.073  -3.292  -0.5221
C  6.603  0.777  -3.051  -0.0843
C  7.489  0.279  -2.105  -0.1481
N  7.278  -0.831  -1.407  0.0675
C  6.140  -1.483  -1.638  -0.1428
C  5.191  -1.083  -2.561  -0.0629
H  1.725  -0.560  -5.018  0.1150
H  -0.336  -0.537  -3.629  0.0663
H  1.417  1.895  -0.835  0.1003
H  3.558  1.957  -2.058  0.1211
H  6.827  1.685  -3.594  0.1016
H  8.413  0.808  -1.901  0.1053
H  5.976  -2.385  -1.059  0.1138
H  4.284  -1.656  -2.697  0.1138
C  -2.190  -1.349  4.504  -0.1142
O  -2.700  -2.260  3.532  -0.3332
P  -2.328  -1.946  1.972  0.8087
O  -0.834  -2.490  1.821  -0.4012
C  -0.378  -3.811  2.155  -0.0727
O  -3.179  -3.141  1.311  -0.3503
C  -4.505  -3.511  1.687  -0.1006
H  -2.344  -1.804  5.480  0.0910
H  -2.724  -0.398  4.459  0.0787
H  -1.124  -1.170  4.354  0.0673
H  0.663  -3.709  2.451  0.0816
H  -0.456  -4.440  1.271  0.0543
H  -0.975  -4.226  2.968  0.0899
H  -5.226  -2.912  1.130  0.0643
H  -4.651  -3.389  2.759  0.0786
H  -4.634  -4.558  1.417  0.0892

No. 2
Formula: C42H36CeClN2P2
Source: the OMol25 dataset
Level of theory: wB97M-V/def2-TZVPD

Computed properties:
- E_HOMO (alpha / beta): -13.7135 / -13.6384 eV
- E_LUMO (alpha / beta): -7.40 / -9.45 eV
- E: -3348.94824 a.u.
- Multiplicity: 2
- Net charge: +2

Each line ends with the Löwdin charge.
Element x y z (Å)
Ce  0.944  0.708  -0.976  0.4643
Cl  3.069  0.932  0.465  0.2184
P  1.126  -2.274  -1.084  1.0595
P  -0.295  2.445  1.265  1.0544
C  -0.237  -3.345  -1.639  -0.3625
C  2.102  -3.356  -0.028  -0.3750
C  2.088  -1.876  -2.591  -0.3788
C  -0.199  3.964  0.274  -0.3730
C  -1.965  2.467  1.983  -0.3654
C  0.824  2.656  2.698  -0.3898
C  -0.484  -3.598  -3.003  -0.0677
C  -1.616  -4.316  -3.377  -0.0556
C  -2.513  -4.773  -2.411  -0.0491
C  -2.269  -4.534  -1.051  -0.0602
C  -1.124  -3.841  -0.669  -0.1096
H  0.222  -3.233  -3.748  0.1038
H  -1.791  -4.516  -4.437  0.1207
H  -3.399  -5.327  -2.708  0.1171
H  -2.962  -4.892  -0.291  0.1176
H  -0.914  -3.668  0.391  0.1132
C  1.546  -0.950  -3.507  -0.1952
C  2.327  -0.510  -4.584  -0.0548
C  3.600  -1.031  -4.785  -0.0323
C  4.123  -1.978  -3.894  -0.0245
C  3.381  -2.398  -2.796  -0.0353
H  0.524  -0.549  -3.369  0.0804
H  1.926  0.257  -5.250  0.1276
H  4.197  -0.706  -5.639  0.1256
H  5.114  -2.395  -4.057  0.1247
H  3.777  -3.118  -2.079  0.1175
C  2.133  -4.747  -0.187  -0.0733
C  2.906  -5.534  0.673  -0.0469
C  3.639  -4.934  1.705  -0.0435
C  3.609  -3.541  1.876  -0.0564
C  2.852  -2.757  1.012  -0.0943
H  1.547  -5.211  -0.975  0.1140
H  2.930  -6.620  0.534  0.1214
H  4.238  -5.552  2.378  0.1197
H  4.180  -3.073  2.685  0.1189
H  2.837  -1.671  1.126  0.0408
C  -2.196  2.385  3.372  -0.0599
C  -3.491  2.267  3.864  -0.0534
C  -4.574  2.212  2.984  -0.0504
C  -4.361  2.303  1.601  -0.0681
C  -3.067  2.454  1.106  -0.1218
H  -1.345  2.428  4.055  0.1081
H  -3.653  2.217  4.940  0.1199
H  -5.585  2.102  3.363  0.1165
H  -5.206  2.263  0.903  0.1188
H  -2.905  2.561  0.028  0.1102
C  0.757  4.020  -0.766  -0.1284
C  0.732  5.096  -1.650  -0.0514
C  -0.201  6.130  -1.491  -0.0401
C  -1.101  6.105  -0.422  -0.0347
C  -1.096  5.025  0.467  -0.0661
H  1.558  3.255  -0.851  0.0545
H  1.436  5.129  -2.482  0.1214
H  -0.221  6.968  -2.189  0.1219
H  -1.815  6.917  -0.267  0.1235
H  -1.794  4.993  1.303  0.1182
C  1.389  3.894  3.030  -0.0627
C  2.328  3.970  4.055  -0.0496
C  2.720  2.814  4.740  -0.0468
C  2.152  1.577  4.414  -0.0652
C  1.194  1.497  3.408  -0.1378
H  1.083  4.783  2.477  0.1112
H  2.756  4.933  4.313  0.1159
H  3.464  2.876  5.533  0.1175
H  2.457  0.668  4.940  0.1161
H  0.734  0.533  3.161  0.0999
H  0.563  1.525  -2.590  0.0165
H  2.009  1.189  -2.143  -0.0491
N  -6.347  -1.795  -0.184  0.2242
C  -5.231  -1.451  -0.210  -0.1380
C  -3.863  -1.050  -0.226  -0.1901
C  -3.053  -1.179  0.901  0.0346
C  -1.729  -0.780  0.816  -0.0917
N  -1.232  -0.207  -0.308  -0.1352
C  -2.008  -0.103  -1.410  -0.1089
C  -3.325  -0.526  -1.405  0.0446
H  -3.460  -1.589  1.827  0.1491
H  -1.042  -0.895  1.665  0.1389
H  -1.512  0.333  -2.284  0.1063
H  -3.914  -0.454  -2.315  0.1451

No. 3
Formula: C42H36F2NP2V
Source: the OMol25 dataset
Level of theory: wB97M-V/def2-TZVPD

Computed properties:
- E_HOMO (alpha / beta): -3.4484 / -2.7914 eV
- E_LUMO (alpha / beta): 2.54 / 2.54 eV
- E: -3503.27311 a.u.
- Multiplicity: 2
- Net charge: -1

Each line ends with the Löwdin charge.
Element x y z (Å)
V  -0.265  -0.506  1.931  0.4541
C  -1.130  -1.438  3.770  -0.1985
C  -1.712  -0.136  3.717  -0.1735
C  -0.656  0.799  3.911  -0.1790
C  0.545  0.088  4.060  -0.1744
C  0.272  -1.304  3.962  -0.1821
H  -1.662  -2.373  3.703  0.1038
H  -2.760  0.103  3.623  0.0930
H  -0.759  1.871  3.966  0.0908
H  1.511  0.535  4.229  0.0915
H  0.987  -2.102  4.075  0.1051
N  0.143  1.593  -1.114  -0.3831
P  -0.772  1.137  0.328  0.9426
C  -2.424  1.472  -0.460  -0.3389
C  -2.761  2.723  -0.982  -0.1062
C  -3.978  2.938  -1.608  -0.0930
C  -4.886  1.892  -1.744  -0.1049
C  -4.557  0.640  -1.253  -0.0836
C  -3.336  0.438  -0.613  -0.0988
C  -0.559  2.729  1.253  -0.3590
C  -1.608  3.354  1.920  -0.1179
C  -1.383  4.476  2.708  -0.0954
C  -0.098  4.988  2.844  -0.1047
C  0.956  4.370  2.186  -0.0884
C  0.724  3.249  1.395  -0.1002
P  1.533  0.777  -1.728  0.9823
C  1.613  1.701  -3.326  -0.3576
C  2.337  2.894  -3.338  -0.1252
C  2.448  3.656  -4.494  -0.1023
C  1.856  3.217  -5.670  -0.1084
C  1.147  2.025  -5.678  -0.0915
C  1.024  1.276  -4.513  -0.0791
C  0.732  -0.776  -2.254  -0.3995
C  1.541  -1.896  -2.431  -0.1170
C  0.982  -3.117  -2.787  -0.0918
C  -0.396  -3.233  -2.938  -0.1026
C  -1.210  -2.125  -2.746  -0.0717
C  -0.646  -0.901  -2.413  -0.0977
H  0.243  2.595  -1.248  0.0413
H  -2.064  3.550  -0.897  0.1027
H  -4.216  3.921  -1.997  0.0954
H  -5.837  2.056  -2.235  0.0933
H  -5.246  -0.189  -1.364  0.0993
H  -3.082  -0.543  -0.247  0.0610
H  -2.610  2.948  1.840  0.1105
H  -2.212  4.947  3.222  0.0980
H  0.078  5.860  3.462  0.0936
H  1.963  4.753  2.293  0.0969
H  1.555  2.760  0.896  0.0909
H  2.826  3.228  -2.428  0.0922
H  3.007  4.583  -4.480  0.0952
H  1.953  3.798  -6.579  0.0942
H  0.682  1.676  -6.592  0.0973
H  0.455  0.355  -4.528  0.0952
H  2.610  -1.817  -2.268  0.1002
H  1.619  -3.982  -2.921  0.0999
H  -0.839  -4.193  -3.174  0.1036
H  -2.285  -2.218  -2.825  0.1063
H  -1.281  -0.030  -2.272  0.0850
F  5.661  -4.107  3.420  0.0109
C  4.739  -3.265  2.868  -0.3091
C  4.423  -2.093  3.521  -0.0276
C  3.478  -1.245  2.954  -0.0623
C  2.829  -1.533  1.745  -0.2910
C  1.802  -0.629  1.154  -0.2312
C  3.225  -2.719  1.113  -0.0558
C  4.160  -3.592  1.664  -0.0262
H  4.909  -1.851  4.457  0.1085
H  3.241  -0.320  3.463  0.0915
H  1.674  -0.859  0.085  -0.0276
H  2.159  0.408  1.209  0.0284
H  2.806  -2.956  0.142  0.0886
H  4.449  -4.504  1.158  0.1083
F  -2.744  -5.698  -0.627  0.0098
C  -2.218  -4.556  -0.089  -0.3084
C  -3.069  -3.606  0.436  -0.0365
C  -2.510  -2.448  0.972  -0.1607
C  -1.126  -2.166  0.983  -0.2119
C  -0.337  -3.200  0.458  -0.1034
C  -0.856  -4.384  -0.072  -0.0477
H  -4.138  -3.783  0.437  0.1051
H  -3.197  -1.738  1.424  0.0854
H  0.737  -3.092  0.452  0.0618
H  -0.210  -5.155  -0.475  0.1124

No. 4
Formula: C42H36MnNOP2S
Source: the OMol25 dataset
Level of theory: wB97M-V/def2-TZVPD

Computed properties:
- E_HOMO (alpha / beta): -9.8971 / -9.9685 eV
- E_LUMO (alpha / beta): -2.28 / -2.61 eV
- E: -3983.80438 a.u.
- Multiplicity: 6
- Net charge: +1

Each line ends with the Löwdin charge.
Element x y z (Å)
Mn  0.262  -0.819  -0.628  0.7846
C  2.656  0.515  1.489  -0.3132
P  2.831  1.351  -0.154  1.0797
C  4.660  1.445  -0.291  -0.3981
C  5.543  1.269  0.768  -0.0967
C  6.913  1.405  0.572  -0.0775
C  7.414  1.711  -0.682  -0.0802
C  6.539  1.897  -1.746  -0.0771
C  5.175  1.776  -1.547  -0.1112
C  2.605  -0.113  -1.286  -0.4234
C  1.723  -0.009  -2.374  -0.1821
C  1.542  -1.079  -3.260  -0.0771
C  2.270  -2.245  -3.091  -0.0575
C  3.179  -2.346  -2.040  -0.0620
C  3.337  -1.300  -1.147  -0.0830
C  1.264  0.030  1.784  -0.4092
C  0.830  -0.728  2.856  -0.0761
C  -0.579  -0.827  2.747  -0.0536
C  -0.933  -0.123  1.617  -0.4241
C  -2.275  0.113  0.984  -0.2400
P  -2.254  -0.638  -0.703  1.0498
C  -3.358  0.358  -1.738  -0.3604
C  -2.953  1.657  -2.045  -0.1062
C  -3.761  2.475  -2.817  -0.0722
C  -4.972  1.996  -3.299  -0.0702
C  -5.374  0.702  -3.005  -0.0686
C  -4.572  -0.119  -2.225  -0.0767
C  -3.003  -2.286  -0.599  -0.3858
C  -2.563  -3.247  -1.510  -0.1199
C  -3.103  -4.524  -1.503  -0.0775
C  -4.082  -4.855  -0.575  -0.0691
C  -4.525  -3.905  0.334  -0.0766
C  -3.991  -2.624  0.321  -0.0793
N  0.191  0.410  1.008  -0.0518
H  2.937  1.279  2.222  0.0926
H  3.381  -0.296  1.595  0.0772
H  5.179  1.033  1.759  0.0910
H  7.588  1.270  1.407  0.1066
H  8.480  1.814  -0.832  0.1064
H  6.921  2.148  -2.727  0.1069
H  4.499  1.941  -2.380  0.1031
H  1.206  0.931  -2.550  0.1113
H  0.855  -0.974  -4.090  0.1174
H  2.145  -3.070  -3.780  0.1170
H  3.763  -3.250  -1.921  0.1162
H  4.058  -1.385  -0.342  0.1182
H  1.445  -1.122  3.652  0.1048
H  -1.246  -1.336  3.427  0.1084
H  -2.449  1.182  0.833  0.0935
H  -3.089  -0.266  1.599  0.0836
H  -2.005  2.033  -1.673  0.1041
H  -3.445  3.484  -3.046  0.1098
H  -5.602  2.633  -3.906  0.1098
H  -6.317  0.328  -3.382  0.1098
H  -4.892  -1.127  -1.998  0.1013
H  -1.789  -2.993  -2.226  0.1008
H  -2.762  -5.260  -2.220  0.1093
H  -4.503  -5.852  -0.565  0.1116
H  -5.296  -4.157  1.051  0.1126
H  -4.355  -1.892  1.030  0.1068
O  0.469  -2.793  -0.219  -0.5792
S  1.400  -3.445  0.810  1.0772
C  0.319  -4.092  2.061  -0.3789
C  -1.000  -4.391  1.763  -0.0520
C  -1.805  -4.890  2.776  -0.0510
C  -1.288  -5.082  4.051  -0.0570
C  0.035  -4.772  4.330  -0.0578
C  0.850  -4.264  3.330  -0.0820
C  1.893  -4.949  0.000  -0.3827
C  1.076  -5.529  -0.960  -0.0600
C  1.499  -6.698  -1.570  -0.0547
C  2.717  -7.270  -1.217  -0.0594
C  3.523  -6.675  -0.259  -0.0603
C  3.114  -5.498  0.355  -0.0792
H  -1.394  -4.219  0.769  0.0896
H  -2.839  -5.127  2.568  0.1037
H  -1.926  -5.470  4.835  0.1122
H  0.430  -4.912  5.327  0.1134
H  1.877  -3.991  3.538  0.1150
H  0.136  -5.061  -1.225  0.1023
H  0.880  -7.167  -2.323  0.1121
H  3.040  -8.183  -1.698  0.1128
H  4.472  -7.120  0.007  0.1135
H  3.741  -5.013  1.094  0.1147

Energy relative to the best compared isomer or geometry (same formula, charge and spin) across the listed records, respectively: 0.645 5.042 0.515 0.398 eV.
M across the listed records, respectively: 1218.79 806.28 705.65 719.71 g mol⁻¹.